(i)
# C5H15NO2

3 unconnected molecules or ions with the total composition C5H15NO2 (ωB97M-V/def2-TZVPD, the OMol25 dataset).

Each line ends with the Löwdin charge.
Cartesian coordinates (Å):
C: 1.1712 -2.6262 -0.5111  -0.139
C: -0.2716 -2.3050 -0.1041  -0.258
C: -0.3340 -0.9686 0.6332  -0.122
C: -1.3034 -0.6916 1.4932  -0.175
N: -1.3138 0.4710 2.3002  -0.112
C: -2.5675 1.1896 2.4398  -0.123
H: 1.8080 -2.8603 0.3412  0.067
H: 1.1919 -3.5099 -1.1502  0.063
H: 1.7312 -1.8389 -1.0283  0.067
H: -0.5765 -3.1533 0.4988  0.102
H: -0.8488 -2.1401 -1.0161  0.101
H: 0.5193 -0.3076 0.5157  0.100
H: -2.2084 -1.2391 1.7324  0.116
H: -0.5038 1.0535 2.1969  0.103
H: -2.6158 2.1450 1.9224  0.071
H: -2.6877 1.5023 3.4874  0.071
H: -3.3804 0.5258 2.1856  0.070
O: 2.0467 4.3328 -0.9556  -0.053
H: 1.7902 4.1328 -0.0613  0.018
H: 2.8871 3.8701 -1.0414  0.035
O: 1.8238 0.9213 -4.2368  -0.060
H: 1.5830 0.0708 -4.6264  0.034
H: 2.0594 1.4255 -5.0155  0.025

Computed properties:
**LUMO level**: 0.7 eV
**Structure (SMILES)**: CC/C=C/NC.O.O
**HOMO level**: -7.727 eV
**HOMO-LUMO gap**: 8.39 eV



(ii)
# C5H15NO2

3 unconnected molecules or ions with the total composition C5H15NO2 (ωB97M-V/def2-TZVPD, the OMol25 dataset).

Each line ends with the Löwdin charge.
Cartesian coordinates (Å):
C: 0.3702 -1.8033 -1.7570  -0.107
C: 0.4418 -0.2777 -1.7985  -0.271
C: -0.5051 0.4913 -0.9466  -0.347
C: -1.2309 1.5354 -1.6800  -0.103
C: -0.6033 0.1483 0.3579  -0.171
N: -1.2479 0.8548 1.3601  0.053
H: 0.7689 -2.2325 -2.6894  0.067
H: 0.9278 -2.2907 -0.9622  0.057
H: -0.6877 -2.0578 -1.7341  0.076
H: 1.4800 0.1248 -1.5846  0.116
H: 0.4996 0.0774 -2.8519  0.105
H: -1.6892 1.1977 -2.6526  0.095
H: -0.7902 2.5442 -1.9027  0.086
H: -2.1399 1.8763 -1.1672  0.061
H: -0.4406 -0.8643 0.7233  0.104
H: -0.9466 0.6403 2.2897  0.062
H: -1.4742 1.7631 0.9848  0.074
O: 1.0804 1.8014 3.0138  -0.070
H: 1.9209 1.5544 2.5890  0.049
H: 0.9230 2.7485 2.8871  0.044
O: 0.9185 -2.5707 2.1357  -0.058
H: 0.5849 -2.8262 3.0091  0.043
H: 1.8396 -2.4348 2.3765  0.034

Computed properties:
**LUMO level**: 0.5 eV
**Structure (SMILES)**: CC/C(C)=C/N.O.O
**HOMO level**: -6.995 eV
**HOMO-LUMO gap**: 7.51 eV



(iii)
# C5H15NO2

3 unconnected molecules or ions with the total composition C5H15NO2 (ωB97M-V/def2-TZVPD, the OMol25 dataset).

Each line ends with the Löwdin charge.
Cartesian coordinates (Å):
C: -0.1915 1.1242 1.4786  -0.073
C: 0.3952 0.9849 0.1211  -0.313
C: 1.2062 2.1229 -0.4139  -0.095
C: 0.2815 -0.1892 -0.6187  -0.364
C: 1.1490 -0.5754 -1.7401  -0.064
N: -0.8180 -0.9834 -0.3078  0.115
H: 0.4624 1.8451 2.1181  0.117
H: 0.1481 0.2158 1.8710  0.031
H: -1.1986 1.3656 1.4917  0.056
H: 0.6018 2.9472 -0.8353  0.075
H: 1.8047 2.0644 -1.2969  0.047
H: 1.7085 2.6737 0.4284  0.080
H: 1.9587 0.0651 -2.0828  0.063
H: 1.6767 -1.5192 -1.5395  0.080
H: 0.5557 -0.7428 -2.7303  0.109
H: -1.4123 -0.6811 0.4209  0.080
H: -0.8095 -1.8400 -0.7808  0.063
O: -3.5729 -1.4028 -1.8570  -0.007
H: -2.8168 -1.9607 -2.2418  0.085
H: -3.3236 -0.5960 -1.9287  -0.094
O: 0.4184 -1.6709 3.4545  0.002
H: 0.7034 -0.9175 3.7979  -0.051
H: 1.0726 -2.3299 3.1914  0.057

Computed properties:
**LUMO level**: 0.7 eV
**Structure (SMILES)**: CC(C)=C(C)N.O.O
**HOMO level**: -7.066 eV
**HOMO-LUMO gap**: 7.75 eV



(iv)
# C5H15NO2

3 unconnected molecules or ions with the total composition C5H15NO2 (ωB97M-V/def2-TZVPD, the OMol25 dataset).

Each line ends with the Löwdin charge.
Cartesian coordinates (Å):
C: -2.2495 -0.9505 1.3252  -0.069
N: -1.7256 -0.3092 0.3900  -0.056
C: -1.1842 1.0389 0.6885  -0.228
C: 0.2649 0.8632 1.1826  -0.227
C: 1.2780 0.4648 0.1419  -0.257
C: 2.1056 1.6294 -0.4230  -0.091
H: -2.7627 -1.9002 1.0540  0.076
H: -2.2809 -0.7722 2.4180  0.087
H: -1.1152 1.4887 -0.3170  0.099
H: -1.9350 1.6661 1.1912  0.117
H: 0.0895 0.1900 2.0515  0.105
H: 0.4417 1.7766 1.7992  0.115
H: 0.6789 -0.1120 -0.6094  0.096
H: 1.9963 -0.2622 0.5613  0.107
H: 2.9838 1.2002 -0.8891  0.069
H: 1.4948 2.1161 -1.1745  0.067
H: 2.3528 2.3885 0.2937  0.063
O: -1.2632 -0.6137 -2.4884  -0.074
H: -1.4298 -0.0978 -1.6889  -0.023
H: -2.1218 -0.9331 -2.7574  0.026
O: 1.8461 -2.9652 -0.8478  -0.061
H: 1.3862 -2.4385 -1.5031  0.021
H: 1.1495 -3.4678 -0.3986  0.040

Computed properties:
**LUMO level**: 0.8 eV
**Structure (SMILES)**: C=NCCCC.O.O
**HOMO level**: -9.722 eV
**HOMO-LUMO gap**: 10.54 eV



Most stable one: (i), least stable one: (iii).